(1)
The following is a DFT calculation (ωB97M-V/def2-TZVPD) of 2 unconnected molecules or ions with the total composition C2H7NO3.

Properties
Structure (SMILES): ON(O)O.C=C
Charge: 0
Highest occupied orbital energy: -9.5 eV

The geometry in XYZ format:
```
13
C2H7NO3, DFT ωB97M-V/def2-TZVPD
N -0.01499 -0.53998 -1.77588
O 0.73150 0.43117 -1.21668
O -0.36381 -1.53575 -0.52965
O 0.77028 -1.21941 -2.63724
H 1.68025 -1.24610 -2.28033
H 0.20917 0.73016 -0.32546
H -1.18449 -1.97080 -0.79243
C -0.77549 0.83887 1.12157
C 0.15565 0.97693 2.05849
H 0.48925 1.93968 2.42522
H 0.66007 0.12164 2.48345
H -1.33825 1.68739 0.75066
H -1.01912 -0.21380 0.71828
```

(2)
The following is a DFT calculation (ωB97M-V/def2-TZVPD) of a single C2H7NO3 molecule.

Properties
Structure (SMILES): NOCCOO
Charge: 0
Highest occupied orbital energy: -9.6 eV

The geometry in XYZ format:
```
13
C2H7NO3, DFT ωB97M-V/def2-TZVPD
C 0.04739 0.18162 1.20089
C 1.13735 -0.13346 0.18648
N -0.12528 -1.40648 -1.45134
O -0.64239 1.39702 0.80416
O 0.82837 -1.42458 -0.41546
O -1.52533 1.11569 -0.29099
H -2.10421 1.88887 -0.29185
H 0.24037 -0.83403 -2.21428
H -0.97853 -0.95911 -1.11492
H 0.46689 0.46047 2.16723
H -0.67931 -0.62749 1.32895
H 1.23908 0.63627 -0.58856
H 2.09559 -0.29479 0.67968
```

(3)
The following is a DFT calculation (ωB97M-V/def2-TZVPD) of 2 unconnected molecules or ions with the total composition C2H7NO3.

Properties
Structure (SMILES): O=CNCO.O
Charge: 0
Highest occupied orbital energy: -10.8 eV

The geometry in XYZ format:
```
13
C2H7NO3, DFT ωB97M-V/def2-TZVPD
O 1.00148 -0.38058 1.42678
C 1.41719 -0.18305 0.30196
N 0.68396 -0.46395 -0.81481
C -0.44131 -1.33943 -0.81746
O -1.71582 -0.74633 -0.48545
H 2.40956 0.25873 0.16453
H 0.93972 -0.16065 -1.72683
H -0.61699 -1.69845 -1.82927
H -0.30779 -2.17092 -0.12865
H -1.55045 0.07368 -0.01244
H -0.07749 1.74719 1.07352
H -1.31403 2.42496 1.56346
O -0.42805 2.63880 1.28466
```

(4)
The following is a DFT calculation (ωB97M-V/def2-TZVPD) of 2 unconnected molecules or ions with the total composition C2H7NO3.

Properties
Structure (SMILES): O=CO.NCO
Charge: 0
Highest occupied orbital energy: -10.1 eV

The geometry in XYZ format:
```
13
C2H7NO3, DFT ωB97M-V/def2-TZVPD
N 0.64750 -1.68864 0.41840
C -0.71183 -1.28713 0.41216
O -0.93467 -0.01502 1.06287
H 1.28957 -1.33201 -0.26296
H 1.03850 -1.92102 1.31237
H -1.01026 -1.12435 -0.61714
H -1.30441 -2.02065 0.95267
H -0.99074 -0.06294 2.02228
O 1.27297 2.68700 -2.10314
C 0.54932 2.00661 -1.43608
O 0.55965 1.94455 -0.11490
H -0.27738 1.45096 -1.90836
H -0.12821 1.36265 0.26183
```

Top of the stability list: (4), leading by 8.8 kJ/mol.